{"formula": "C6H7LiN2O3", "method": "ωB97M-V/def2-TZVPD", "symbols": ["O", "O", "O", "N", "N", "C", "C", "C", "C", "C", "C", "Li", "H", "H", "H", "H", "H", "H", "H"], "positions_angstrom": [[-0.60104, -1.54317, 0.38796], [-0.37763, 0.54123, 1.82067], [0.71107, 1.66507, -0.62659], [-0.87275, -0.58141, 2.29537], [-0.99581, -1.64247, 1.59709], [-1.56392, 0.52738, 5.75105], [-2.22351, -1.76940, 5.54709], [-1.16384, 0.53081, 4.42421], [-1.82813, -1.78008, 4.22117], [-2.09443, -0.62091, 6.31660], [-1.29595, -0.62156, 3.66074], [-0.00726, 0.10671, 0.13553], [0.63568, 2.19714, 0.17948], [-0.74800, 1.41164, 3.96081], [1.09136, 2.22943, -1.30210], [-2.40674, -0.62297, 7.35300], [-2.63780, -2.66645, 5.98843], [-1.92562, -2.66921, 3.61737], [-1.45959, 1.42702, 6.34318]], "forces_ev_per_a": [[-0.164, -0.076, 0.465], [-0.043, -0.090, 0.048], [-0.007, 0.255, 0.289], [0.013, 0.038, -0.004], [-0.064, -0.290, -0.089], [-0.037, -0.090, 0.029], [-0.001, 0.019, 0.024], [0.073, 0.004, -0.239], [0.038, -0.010, -0.136], [-0.004, 0.047, 0.064], [-0.105, 0.034, 0.385], [0.228, 0.181, -0.570], [0.056, 0.027, -0.160], [0.006, 0.018, 0.001], [0.004, -0.041, -0.057], [0.002, -0.006, -0.013], [0.006, -0.019, -0.039], [-0.007, -0.009, 0.013], [0.006, 0.006, -0.013]], "spin_multiplicity": 1, "mol_weight_g_mol": 162.1, "relative_energy_kcal_mol": 0.0, "homo_ev": -8.08}